Record 1
C25H74NO11S10 | the ωB97M-V functional and the def2-TZVPD basis

Last column: Mulliken charge in e.
Cartesian coordinates (Å):
S -33.222 -28.689 18.935  0.53
S -33.201 -27.159 14.614  0.63
S -30.397 -26.134 19.988  0.63
S -32.001 -26.254 23.364  0.58
S -39.945 -23.730 17.378  0.26
S -36.950 -25.828 13.513  0.83
S -33.991 -23.734 12.576  0.80
S -37.848 -19.862 16.123  0.97
S -36.247 -19.055 19.854  0.80
S -30.748 -16.345 17.937  0.43
O -34.408 -22.773 13.667  -0.74
O -33.479 -28.744 17.410  -0.64
O -36.749 -18.835 16.516  -0.73
O -34.266 -26.102 14.772  -0.24
O -30.775 -25.419 23.259  -0.62
O -34.757 -19.337 20.064  -0.69
O -31.383 -25.721 18.895  -0.50
O -32.892 -19.539 16.567  -0.54
O -39.258 -22.757 16.466  -0.43
O -36.747 -26.091 11.972  -0.71
O -30.750 -17.801 17.471  -0.67
N -34.306 -22.834 17.398  2.06
C -32.813 -20.613 17.459  -1.44
C -33.264 -27.577 12.889  -0.87
C -33.139 -25.035 22.723  -0.72
C -32.438 -23.315 11.906  -1.13
C -38.313 -26.764 13.901  -1.64
C -37.303 -20.559 14.628  -1.25
C -29.754 -24.611 20.555  -1.03
C -39.030 -25.203 17.747  0.30
C -33.380 -23.804 16.761  -0.14
C -34.121 -22.731 18.830  -1.30
C -30.314 -15.506 16.328  -0.89
C -39.918 -22.930 19.072  -0.35
C -33.992 -30.029 19.754  -1.01
C -34.383 -27.543 19.607  -0.66
C -35.775 -23.176 17.086  -1.26
C -34.132 -21.387 16.900  -0.59
C -29.048 -26.766 19.102  -1.44
C -36.604 -17.791 21.050  -1.27
C -32.330 -25.942 25.092  -1.51
C -37.692 -24.267 13.678  -0.59
C -31.675 -26.248 14.665  -0.57
C -39.121 -18.936 15.480  -1.78
C -35.008 -23.355 11.168  -1.15
C -32.513 -15.942 17.752  -0.67
C -37.080 -20.430 20.792  -0.83
H -33.279 -26.059 25.329  0.60
H -34.871 -22.349 10.690  0.38
H -28.596 -25.977 18.739  0.41
H -36.429 -22.488 17.481  0.57
H -36.235 -17.952 21.914  0.49
H -32.646 -20.499 18.563  0.35
H -37.790 -21.385 14.340  0.38
H -34.912 -20.770 16.883  0.59
H -33.088 -22.552 19.132  0.58
H -33.495 -26.789 12.193  0.18
H -28.918 -24.991 21.100  0.51
H -38.877 -18.424 14.777  0.72
H -38.060 -20.281 20.330  0.35
H -33.426 -24.868 17.170  0.17
H -36.955 -20.597 21.863  0.46
H -36.082 -23.112 11.384  0.32
H -40.342 -23.699 19.754  0.40
H -32.695 -14.880 17.348  0.35
H -35.107 -29.887 19.910  0.29
H -32.918 -16.687 17.033  0.18
H -31.294 -26.553 15.688  0.03
H -32.165 -27.928 12.254  0.21
H -31.797 -25.349 14.408  0.06
H -29.461 -27.363 18.530  0.55
H -36.962 -23.629 13.181  -0.45
H -31.576 -26.366 25.872  0.30
H -33.637 -30.255 20.821  0.31
H -32.199 -24.192 11.073  0.30
H -34.236 -21.465 15.802  0.21
H -33.213 -25.175 21.519  -0.19
H -37.668 -17.765 21.138  0.41
H -30.815 -14.539 16.224  0.35
H -34.233 -27.658 20.537  0.65
H -34.179 -25.282 22.841  0.59
H -36.255 -21.084 14.714  -0.02
H -39.624 -25.964 18.535  0.32
H -29.216 -15.399 16.204  0.31
H -38.153 -27.594 13.313  0.55
H -33.982 -30.887 19.142  0.42
H -36.625 -21.343 20.325  0.01
H -32.174 -23.445 16.959  0.13
H -39.560 -18.653 16.351  0.45
H -30.487 -24.267 21.452  0.17
H -36.167 -16.905 20.422  0.29
H -39.317 -26.329 13.686  0.38
H -35.960 -23.077 16.100  0.13
H -29.395 -23.871 19.797  0.37
H -32.272 -25.016 25.286  0.57
H -33.563 -23.742 15.680  -0.38
H -31.700 -23.422 12.631  0.43
H -34.211 -26.464 19.395  -0.24
H -40.603 -21.872 19.011  0.27
H -34.864 -24.217 10.530  0.40
H -30.757 -16.134 15.598  0.30
H -35.522 -27.656 19.274  0.31
H -28.408 -27.446 19.713  0.33
H -34.327 -23.607 19.411  0.25
H -30.902 -26.779 14.094  0.48
H -32.942 -23.992 23.152  0.42
H -38.413 -26.899 14.819  0.48
H -32.226 -18.917 16.748  0.30
H -39.928 -19.458 14.928  0.41
H -34.515 -21.931 19.364  0.14
H -32.420 -22.210 11.561  0.33
H -33.741 -28.543 12.733  0.39
H -37.337 -19.894 13.931  0.91
H -38.168 -24.895 17.982  -0.27
H -38.494 -24.167 13.084  0.99
H -38.763 -25.603 16.790  -0.10
H -38.991 -22.826 19.188  -0.21
H -37.919 -23.937 14.862  -0.14
H -32.855 -16.107 18.750  0.27
H -31.970 -21.007 17.403  0.99
H -36.098 -24.086 17.675  0.07

Calculated values
**Gap between HOMO and LUMO**: 8.3 eV
**Highest occupied orbital energy**: -10.235 eV
**ΔE to the lowest compared entry with this formula, charge and spin**: 4.545 eV
**Charge**: +1

***

Record 2
C30H24MnN6O3 | the ωB97M-V functional and the def2-TZVPD basis

Last column: natural (NBO) charge in e.
Cartesian coordinates (Å):
Mn 0.093 -0.033 -0.400  1.10
O -0.226 1.839 -0.018  -0.71
O 5.311 -5.402 0.011  -0.49
O 0.103 -0.065 -2.346  -0.72
N 0.061 -0.060 1.498  -0.24
N 0.081 1.148 2.151  -0.45
N -0.109 -2.000 -0.076  -0.46
N 6.109 -1.439 -3.792  -0.25
N 5.088 -0.946 -4.436  -0.13
N 2.113 -0.087 -0.644  -0.44
C -0.224 -2.969 -0.986  0.08
C 4.426 -0.133 -0.120  -0.25
C 3.738 -0.370 -2.415  -0.01
C 0.582 5.155 3.338  -0.23
C 0.084 -2.326 1.223  0.18
C 0.104 3.507 1.652  -0.06
C -0.041 2.091 1.228  0.58
C 4.675 -3.217 -2.796  -0.24
C 0.015 4.512 0.697  -0.18
C 5.892 -2.520 -2.931  0.13
C 6.961 -2.904 -2.123  -0.21
C 4.751 -0.302 -1.446  -0.13
C 0.380 3.832 2.978  -0.18
C -0.137 -4.308 -0.659  -0.26
C 6.807 -3.868 -1.135  -0.31
C 5.576 -4.487 -0.961  0.29
C 2.850 -0.308 -4.699  -0.11
C 0.192 -3.653 1.618  -0.23
C 6.246 -5.514 1.068  -0.25
C 2.419 -0.213 -1.963  0.06
C 1.564 -0.132 -4.228  -0.33
C 0.081 -4.653 0.669  -0.15
C 0.510 6.157 2.378  -0.20
C 3.082 -0.047 0.246  0.07
C 0.325 -1.312 3.611  -0.68
C 0.217 5.836 1.060  -0.22
C 3.951 -0.545 -3.845  -0.01
C 0.156 -1.182 2.135  0.19
C 4.524 -4.183 -1.827  -0.24
C 1.291 -0.142 -2.858  0.40
H 5.788 -0.355 -1.745  0.24
H 0.799 5.406 4.369  0.21
H 7.157 -6.023 0.744  0.18
H 0.147 6.617 0.314  0.21
H -0.490 -1.889 4.054  0.23
H 7.913 -2.407 -2.260  0.22
H 0.434 3.039 3.712  0.23
H -0.209 4.241 -0.326  0.24
H 0.164 -5.693 0.957  0.22
H 0.736 0.001 -4.913  0.23
H 5.194 -0.065 0.638  0.23
H 3.046 -0.338 -5.763  0.23
H 6.505 -4.532 1.469  0.18
H -0.244 -5.061 -1.427  0.23
H -0.385 -2.635 -2.004  0.22
H 0.334 -0.321 4.056  0.26
H 3.586 -4.711 -1.708  0.22
H 2.785 0.083 1.280  0.21
H 1.263 -1.818 3.853  0.22
H 5.764 -6.106 1.841  0.20
H 3.854 -2.984 -3.461  0.22
H 7.650 -4.127 -0.509  0.22
H 0.363 -3.884 2.661  0.23
H 0.682 7.189 2.660  0.21

Calculated values
**2S+1**: 2
**Gap between HOMO and LUMO (alpha / beta)**: 5.7 / 5.7 eV
**Highest occupied orbital energy (alpha / beta)**: -6.473 / -6.559 eV

***

Record 3
C27H37CuNS4Sb | the ωB97M-V functional and the def2-TZVPD basis

Last column: Mulliken spin population.
Cartesian coordinates (Å):
Sb -0.149 2.182 0.158  0.00
Cu -0.246 -1.731 0.709  0.00
S -5.782 -1.544 -0.843  0.61
S -5.258 -0.387 0.605  0.34
S -3.492 -1.034 1.494  0.03
S -2.162 -0.915 -0.078  0.02
N 0.018 -4.202 0.620  0.00
C 0.779 -6.760 -0.010  0.00
C -2.923 -7.076 0.256  0.00
C -2.309 -4.785 0.677  -0.01
C 1.722 -5.788 0.147  0.00
C 3.615 -3.536 0.698  0.00
C 2.235 -3.329 0.687  0.00
C 2.059 1.131 -1.539  0.00
C 4.483 -2.472 0.937  0.00
C 3.953 -1.202 1.120  0.00
C -2.815 2.831 1.070  0.02
C -0.097 0.956 -2.666  0.00
C 0.777 1.870 -1.812  0.00
C 1.069 3.144 -2.568  0.00
C 1.081 3.860 0.965  0.00
C -1.613 -7.435 0.078  0.00
C 0.395 4.202 2.273  0.00
C 2.590 -1.024 1.171  0.00
C -2.060 3.178 -0.195  -0.02
C -3.284 -5.731 0.546  0.00
C -2.026 4.659 -0.421  0.00
C -0.596 -6.472 0.196  0.00
C -0.946 -5.142 0.498  0.00
C 2.467 3.305 1.291  0.00
C 1.675 -2.067 0.931  0.00
C 1.288 -4.469 0.476  0.00
C 1.306 5.148 0.189  0.00
C -2.846 2.565 -1.350  0.01
H -1.655 5.207 0.450  0.00
H 0.503 0.614 -3.498  0.00
H -2.412 3.319 1.952  0.00
H 2.777 -6.031 0.045  0.00
H 0.219 3.318 2.886  0.00
H -4.332 -5.469 0.627  0.00
H 1.887 5.848 0.809  0.00
H 1.929 3.689 -2.183  0.00
H 1.363 2.901 -3.591  0.00
H -2.820 1.485 -1.347  0.00
H -2.821 1.755 1.246  -0.01
H 1.902 4.989 -0.716  0.00
H 2.751 1.666 -0.886  0.00
H 2.565 0.859 -2.473  0.00
H 4.013 -4.532 0.517  0.00
H -0.554 4.743 2.146  0.00
H -3.865 3.125 0.972  -0.01
H -1.430 4.901 -1.295  0.00
H 1.831 0.186 -1.031  0.00
H -0.442 0.098 -2.097  0.00
H -3.697 -7.821 0.204  0.00
H -2.484 2.901 -2.319  0.00
H 2.210 -0.022 1.361  0.00
H 0.373 5.634 -0.104  0.00
H -2.583 -3.744 0.899  0.00
H 2.955 3.944 2.037  0.00
H 5.556 -2.644 0.900  0.00
H 1.126 -7.771 -0.220  0.00
H -1.349 -8.463 -0.151  0.00
H 0.223 3.861 -2.653  0.00
H -0.969 1.457 -3.084  0.00
H -3.008 5.043 -0.653  0.00
H 2.450 2.292 1.684  0.00
H 3.122 3.316 0.424  0.00
H -3.886 2.900 -1.261  -0.01
H 4.597 -0.346 1.240  0.00
H 1.048 4.860 2.855  0.00

Calculated values
**2S+1**: 2
**Gap between HOMO and LUMO (alpha / beta)**: 6.9 / 5.3 eV
**Highest occupied orbital energy (alpha / beta)**: -4.211 / -4.192 eV
**ΔE to the lowest compared entry with this formula, charge and spin**: 0.802 eV
**Charge**: -1

***

Record 4
C7H13N2O | the ωB97M-V functional and the def2-TZVPD basis

Last column: natural (NBO) charge in e.
Cartesian coordinates (Å):
O 3.284 -1.617 -0.296  -0.68
N 0.276 1.146 0.688  -0.49
N 2.313 -0.093 0.770  -0.64
C 2.103 -0.997 -0.275  0.41
C -1.425 -0.274 -0.333  -0.13
C -2.131 -1.138 -1.371  -0.43
C 1.897 1.588 2.381  -0.68
C -3.333 -0.423 -1.862  -0.61
C -0.282 0.332 -0.418  -0.08
C 1.504 0.866 1.168  0.60
H -2.015 -0.206 0.536  0.21
H 3.077 -0.434 1.274  0.43
H 3.460 -2.334 -0.916  0.54
H -1.432 -1.578 -2.271  0.23
H 2.984 1.893 2.478  0.27
H 0.279 0.457 -1.334  0.23
H -2.427 -1.994 -0.711  0.23
H 1.406 2.491 2.367  0.24
H -3.881 0.033 -1.052  0.21
H -3.198 0.521 -2.611  0.22
H -0.084 1.992 0.980  0.42
H 1.643 0.845 3.186  0.28
H -4.017 -1.076 -2.378  0.23

Calculated values
**Gap between HOMO and LUMO**: 8.8 eV
**Highest occupied orbital energy**: -13.049 eV
**ΔE to the lowest compared entry with this formula, charge and spin**: 4.281 eV
**Charge**: +1

***

Record order is preserved below.
Molecular weight: 885.5; 571.5; 689.2; 141.2 g mol⁻¹
Record order is preserved below.
Calculated total energy: -159458.8596; -77901.1771; -124609.5892; -12487.7568 eV